Below is an isolated molecule of C5H13NO, with properties calculated with the ωB97M-V functional and the def2-TZVPD basis.

Properties
* lowest unoccupied orbital energy: 0.923 eV
* relative energy (zero: lowest compared OMol25 entry of this formula, charge and spin): 1.1299 eV
* E: -328.27732 Ha
* strongest force on any atom: 0.0189 Eh/bohr
* spin multiplicity: 1
* SMILES string: CNCCCCO

Each atom is followed by the atoms it is bonded to, with distances in Å.
Positions of all 20 atoms, in Å:
1 C 1.94399 0.08138 0.86264  O2 1.445, C3 1.515, H8 1.093, H9 1.082
2 O 2.17411 -0.48892 2.17061  C1 1.445, H10 0.960
3 C 0.68572 0.92511 0.83247  C1 1.515, C4 1.518, H11 1.084, H12 1.097
4 C -0.60268 0.13139 0.94858  C3 1.518, C5 1.530, H13 1.102, H14 1.087
5 C -0.79164 -0.93596 -0.13091  C4 1.530, N7 1.439, H15 1.102, H16 1.096
6 C -1.45457 0.53030 -1.94797  N7 1.460, H17 1.083, H18 1.101, H19 1.083
7 N -0.49035 -0.44609 -1.45049  C5 1.439, C6 1.460, H20 1.011
8 H 1.85941 -0.70807 0.11182  C1 1.093
9 H 2.81580 0.68464 0.64601  C1 1.082
10 H 2.06439 -1.44075 2.11767  O2 0.960
11 H 0.75244 1.71023 1.57658  C3 1.084
12 H 0.71924 1.42964 -0.14104  C3 1.097
13 H -1.44268 0.83375 0.82178  C4 1.102
14 H -0.73353 -0.31716 1.92958  C4 1.087
15 H -1.83548 -1.28553 -0.07548  C5 1.102
16 H -0.15753 -1.80544 0.07593  C5 1.096
17 H -1.31773 1.45938 -1.40907  C6 1.083
18 H -2.48672 0.18881 -1.77639  C6 1.101
19 H -1.33725 0.62608 -3.02034  C6 1.083
20 H -0.36495 -1.17280 -2.14197  N7 1.011